<w>
Computed, not measured: a molecular structure, C6H9NOS, with the ωB97M-V functional and the def2-TZVPD basis.

Last column: Mulliken charge in e.
Geometry (Å):
C -0.832 0.369 0.356  0.769
C 2.007 -0.090 0.950  0.090
C -0.177 1.697 0.326  -0.772
C 1.128 -0.605 -0.243  0.464
C -2.187 0.217 0.907  -1.282
C 1.661 -1.538 -1.296  -1.045
N -0.188 -0.606 -0.011  -0.460
O 1.523 0.094 2.051  -0.581
S 1.437 1.598 -0.466  -0.217
H 3.101 -0.120 0.703  0.341
H -0.966 2.326 -0.120  0.451
H -0.086 2.008 1.295  0.407
H -2.511 -0.800 0.463  0.352
H -2.814 1.139 0.899  0.337
H -2.134 -0.077 1.935  0.299
H 2.495 -0.893 -1.800  0.250
H 0.917 -2.035 -1.983  0.323
H 2.307 -2.303 -0.756  0.274

Net charge: 0
Orbital gap: 8.8 eV
E_HOMO: -0.3171 Eh
LUMO: 0.12 eV

=====

<x>
Computed, not measured: C6H9NOS in the gas phase, with the ωB97M-V functional and the def2-TZVPD basis.

Last column: Mulliken charge in e.
Geometry (Å):
C 0.571 2.374 -0.117  -1.083
C 0.489 1.014 0.547  -0.217
C 1.367 0.060 0.315  -0.088
S 1.401 -1.692 0.785  -0.100
C -0.518 -1.706 1.234  -0.755
C -1.168 -1.814 -0.214  -0.251
N -0.611 -0.927 -1.128  -0.271
C -0.660 0.145 -1.759  0.682
O -0.248 0.997 -2.533  -0.532
H 0.053 2.415 -1.079  0.235
H 1.640 2.410 -0.545  0.266
H 0.484 3.250 0.440  0.389
H -0.548 0.916 0.943  0.165
H 2.309 0.322 -0.007  0.338
H -0.665 -0.740 1.799  0.225
H -0.736 -2.536 1.903  0.432
H -0.814 -2.825 -0.487  0.303
H -2.346 -1.662 -0.097  0.261

Net charge: 0
SMILES: C/C=C/SCCN=C=O
Orbital gap: 8.7 eV
E_HOMO: -0.3048 Eh
LUMO: 0.43 eV

=====

<y>
Computed, not measured: C6H9NOS in the gas phase, with the ωB97M-V functional and the def2-TZVPD basis.

Last column: Mulliken charge in e.
Geometry (Å):
C 2.963 1.987 -0.142  -0.908
C 2.433 0.729 -0.142  0.183
N 1.124 0.325 0.115  -0.123
C 0.489 -0.875 0.322  0.260
S 0.925 -2.280 -0.377  -0.309
C -0.884 -0.795 1.044  -1.101
C -1.973 -0.142 0.244  0.948
C -2.582 -0.924 -0.801  -1.158
O -2.206 1.071 0.431  -0.595
H 3.970 2.286 -0.435  0.248
H 2.480 2.785 0.251  0.319
H 3.081 -0.083 -0.647  0.216
H 0.627 0.976 0.689  0.191
H -0.781 -0.227 1.908  0.422
H -1.050 -1.889 1.117  0.359
H -2.236 -0.560 -1.772  0.317
H -2.764 -1.954 -0.973  0.401
H -3.617 -0.432 -0.830  0.331

Net charge: 0
SMILES: C=CNC(=S)CC(C)=O
Orbital gap: 8.6 eV
E_HOMO: -0.3227 Eh
LUMO: -0.14 eV

=====

So which one is most stable? That would be <y>, about 0.178 eV below the next structure.

=====

<w>
Computed, not measured: C9H16N2O5 in the gas phase, with the ωB97M-V functional and the def2-TZVPD basis.

Last column: Mulliken charge in e.
Geometry (Å):
C 3.449 0.117 1.126  -1.072
C 2.098 0.995 0.876  0.253
C 2.644 2.414 0.192  -1.134
C 1.250 0.557 -0.298  -0.250
N 0.730 -0.820 -0.173  -0.028
C -0.424 -1.426 0.279  0.071
O -0.322 -2.631 0.689  -0.717
C -1.611 -0.607 0.186  -0.070
N -1.799 -0.071 -1.115  -0.532
C -2.846 -1.549 0.597  -0.677
C -4.200 -0.781 0.408  0.657
O -4.364 0.137 -0.347  -0.646
O -5.346 -1.291 0.964  -0.505
C 1.780 0.417 -1.718  0.330
O 2.864 0.677 -2.016  -0.454
O 0.795 0.041 -2.676  -0.589
H 3.094 -1.049 1.016  0.265
H 4.255 0.497 0.291  0.234
H 3.837 0.227 2.188  0.369
H 1.741 0.978 1.991  0.317
H 2.634 2.208 -1.029  0.307
H 1.880 3.266 0.368  0.316
H 3.624 2.819 0.695  0.333
H 0.448 1.331 -0.533  0.409
H 1.679 -1.326 -0.064  0.151
H -1.653 0.188 0.834  0.599
H -2.578 0.563 -0.945  0.267
H -1.999 -0.914 -1.633  0.287
H -2.785 -1.870 1.696  0.341
H -2.914 -2.386 -0.094  0.320
H -5.931 -0.716 0.240  0.400
H -0.033 0.004 -1.995  0.448

Net charge: 0
SMILES: CC(C)[C@H](NC(=O)[C@@H](N)CC(=O)O)C(=O)O
Orbital gap: 10.0 eV
E_HOMO: -0.3569 Eh
LUMO: 0.25 eV

=====

<x>
Computed, not measured: C9H16N2O5 in the gas phase, with the ωB97M-V functional and the def2-TZVPD basis.

Last column: Mulliken charge in e.
Geometry (Å):
C 0.962 1.582 1.274  -1.065
C 1.087 1.183 -0.369  0.208
C 1.678 2.371 -1.168  -1.496
C 1.725 -0.194 -0.761  0.543
N 0.845 -1.240 -0.487  -0.285
C -0.337 -1.169 0.408  -0.204
O -0.138 -1.272 1.643  -0.574
C -1.624 -1.076 -0.438  0.289
N -1.770 -2.502 -0.744  -0.624
C -2.629 -0.540 0.500  -0.821
C -3.272 0.843 0.129  0.408
O -2.994 1.860 0.766  -0.533
O -4.162 0.708 -0.896  -0.421
C 3.234 -0.283 -0.103  0.151
O 4.172 -0.451 -0.855  -0.593
O 3.486 -0.273 1.215  -0.410
H 1.922 1.574 1.890  0.259
H 0.165 2.306 1.349  0.471
H 0.409 0.725 1.682  0.271
H 0.076 1.241 -0.592  0.110
H 1.033 3.317 -1.015  0.320
H 1.808 1.987 -2.223  0.381
H 2.641 2.759 -0.919  0.358
H 1.909 -0.005 -1.847  0.357
H 0.082 -1.465 -1.278  0.494
H -1.405 -0.520 -1.315  0.578
H -1.564 -3.249 -0.106  0.176
H -2.561 -2.769 -1.308  0.238
H -3.343 -1.363 0.708  0.472
H -2.205 -0.266 1.497  0.241
H -4.790 1.408 -0.859  0.364
H 4.446 -0.362 1.148  0.336

Net charge: 0
SMILES: CC(C)[C@H](NC(=O)[C@@H](N)CC(=O)O)C(=O)O
Orbital gap: 9.6 eV
E_HOMO: -0.3416 Eh
LUMO: 0.32 eV

=====

So which one is most stable? That would be <x>, about 0.502 eV below the next structure.

=====

<w>
Computed, not measured: a gas-phase ion, C6H11N5 (charge +2), with the ωB97M-V functional and the def2-TZVPD basis.

Last column: Mulliken charge in e.
Geometry (Å):
N 4.510 -0.510 -1.449  -0.419
C 3.397 0.031 -1.163  0.407
N 2.277 0.314 -0.989  0.023
C 1.147 0.896 -1.436  -0.424
C -0.068 0.647 -0.945  0.097
N -0.514 -0.076 0.096  0.050
C -0.012 -1.254 0.787  0.066
N -0.968 -1.828 1.399  -0.460
C -2.192 -1.272 1.214  -0.557
C -1.899 0.038 0.416  -0.321
N -2.135 1.348 1.165  -0.471
H 4.538 -1.575 -1.776  0.361
H 5.453 -0.299 -1.034  0.337
H 1.098 1.415 -2.383  0.370
H -0.811 1.343 -1.434  0.288
H 1.065 -1.495 0.823  0.359
H -2.675 -1.109 2.191  0.386
H -2.775 -1.948 0.584  0.347
H -2.675 -0.004 -0.381  0.308
H -1.479 1.547 2.001  0.411
H -3.064 1.489 1.684  0.420
H -2.220 2.302 0.632  0.422

Net charge: +2
SMILES: [NH2+]=C=N/C=C\N1C=NC[C@H]1[NH3+]
Orbital gap: 8.7 eV
E_HOMO: -0.5948 Eh
LUMO: -7.52 eV

=====

<x>
Computed, not measured: 2 unconnected molecules or ions with the total composition C6H11N5, with the ωB97M-V functional and the def2-TZVPD basis.

Last column: Mulliken charge in e.
Geometry (Å):
C 6.136 -3.714 -8.326  -0.248
C 6.251 -2.480 -9.193  0.240
C 8.413 -2.385 -5.875  0.458
C 7.506 -2.854 -6.614  0.218
C -8.114 2.183 10.825  -0.091
C 7.364 -0.248 -9.203  -0.735
N 6.793 -3.659 -7.267  -0.229
N 9.085 -1.884 -5.020  -0.310
N -10.416 1.613 11.158  -0.494
N -9.359 2.227 10.604  0.162
N 7.106 -1.623 -8.901  -0.329
H 5.473 -4.423 -8.721  0.423
H 5.415 -2.597 -10.055  0.265
H -7.772 1.272 11.235  0.257
H -7.587 3.004 10.343  0.267
H 6.425 0.366 -9.109  0.335
H 8.148 0.148 -8.590  0.254
H 7.593 -0.226 -10.326  0.314
H 10.071 -1.868 -4.802  0.343
H -11.180 1.838 10.527  0.296
H -10.330 0.639 11.404  0.299
H -9.723 3.041 10.055  0.304

Net charge: +2
Orbital gap: 7.4 eV
E_HOMO: -0.5311 Eh
LUMO: -7.00 eV

=====

So which one is most stable? That would be <w>, about 2.109 eV below the next structure.